DFT (ωB97M-V/def2-TZVPD) results for C41H58AsCrN5O3 as an isolated structure.

```
109
Properties=species:S:1:pos:R:3:lowdin_charge:R:1
Cr 0.13 0.20 -0.16 1.03
C -5.17 2.07 2.83 -0.07
C -5.14 1.31 1.50 -0.18
C -3.84 1.49 0.77 -0.12
C -3.54 2.37 -0.22 -0.14
C -4.44 3.39 -0.86 -0.19
C -4.38 4.74 -0.14 -0.07
C -2.16 2.15 -0.57 -0.23
N -1.64 1.15 0.19 0.03
C -2.64 0.73 1.01 -0.23
C -2.55 -0.33 1.90 0.05
C -1.44 -1.12 2.09 -0.21
C -1.38 -2.22 3.02 -0.12
C -2.54 -2.72 3.83 -0.18
C -2.77 -1.89 5.09 -0.07
C -0.10 -2.69 2.99 -0.12
C 0.61 -1.88 2.02 -0.22
C 1.95 -2.03 1.71 0.05
C 2.64 -1.30 0.76 -0.22
N 2.09 -0.30 0.00 0.03
C 3.12 0.15 -0.80 -0.20
C 3.03 1.19 -1.70 0.07
C 1.90 1.96 -1.93 -0.20
N 0.69 1.75 -1.35 0.03
C -0.13 2.73 -1.84 -0.21
C -1.46 2.89 -1.51 0.07
C 0.59 3.58 -2.76 -0.12
C 1.86 3.10 -2.81 -0.12
C 3.03 3.64 -3.57 -0.18
C 3.94 4.49 -2.68 -0.07
C 0.03 4.79 -3.43 -0.18
C 0.04 6.01 -2.50 -0.07
C 4.32 -0.61 -0.55 -0.12
C 4.02 -1.51 0.42 -0.12
C 4.93 -2.53 1.04 -0.18
C 5.59 -2.00 2.32 -0.07
C 5.63 -0.39 -1.25 -0.18
C 6.42 0.77 -0.64 -0.07
N -0.23 -0.96 1.45 0.04
C 0.49 -3.79 3.80 -0.19
C 1.00 -3.29 5.16 -0.07
H -6.12 1.89 3.34 0.08
H -5.05 3.14 2.67 0.07
H -4.36 1.73 3.49 0.07
H -5.95 1.67 0.87 0.11
H -5.31 0.25 1.69 0.11
H -5.47 3.02 -0.83 0.11
H -4.17 3.53 -1.90 0.11
H -4.73 4.65 0.89 0.06
H -5.00 5.48 -0.64 0.08
H -3.35 5.12 -0.12 0.07
H -3.42 -0.56 2.49 0.11
H -2.35 -3.76 4.11 0.11
H -3.44 -2.71 3.21 0.11
H -1.90 -1.92 5.75 0.06
H -3.62 -2.27 5.65 0.08
H -2.96 -0.84 4.85 0.07
H 2.51 -2.76 2.28 0.11
H 3.92 1.44 -2.26 0.11
H -2.00 3.68 -2.01 0.11
H 2.68 4.24 -4.41 0.11
H 3.61 2.81 -3.99 0.11
H 3.39 5.36 -2.29 0.07
H 4.80 4.86 -3.24 0.08
H 4.30 3.92 -1.83 0.07
H -1.00 4.59 -3.76 0.11
H 0.62 5.01 -4.32 0.11
H -0.52 5.81 -1.59 0.07
H -0.40 6.87 -3.00 0.08
H 1.06 6.26 -2.22 0.07
H 5.71 -2.80 0.33 0.11
H 4.37 -3.44 1.27 0.10
H 6.21 -1.13 2.10 0.07
H 6.22 -2.76 2.78 0.08
H 4.83 -1.70 3.05 0.07
H 5.44 -0.19 -2.31 0.11
H 6.22 -1.30 -1.19 0.11
H 5.85 1.70 -0.68 0.07
H 7.36 0.92 -1.17 0.08
H 6.65 0.57 0.41 0.07
H 1.32 -4.26 3.27 0.10
H -0.26 -4.57 3.97 0.11
H 1.73 -2.49 5.02 0.08
H 1.47 -4.10 5.72 0.08
H 0.18 -2.89 5.75 0.06
N 1.79 -5.34 -0.60 0.02
C 0.34 -5.17 -0.51 -0.14
C -0.06 -3.75 -0.90 -0.52
O -1.19 -3.33 -0.76 0.02
O 0.90 -3.05 -1.47 0.12
H 2.04 -6.27 -0.90 0.09
H 2.24 -5.16 0.28 0.08
H 1.70 -3.62 -1.44 0.11
H -0.08 -5.37 0.48 0.13
H -0.16 -5.84 -1.21 0.13
C -1.85 -2.58 -3.66 -0.17
As -2.28 -1.29 -2.28 1.08
C -3.25 0.09 -3.24 -0.18
C -3.65 -2.03 -1.11 -0.16
O -0.87 -0.57 -1.77 -0.52
H -2.69 -2.70 -4.33 0.05
H -1.58 -3.53 -3.22 0.03
H -1.00 -2.17 -4.20 0.05
H -4.12 -0.35 -3.73 0.04
H -2.60 0.54 -3.99 0.05
H -3.57 0.85 -2.53 0.02
H -4.62 -1.75 -1.53 0.05
H -3.55 -1.62 -0.12 0.02
H -3.54 -3.10 -1.07 0.04
```

Output
2S+1 ... 4
Kohn-Sham gap (spin up / spin down) ... 5.91 / 5.61 eV
Energy relative to the best compared isomer or geometry (same formula, charge and spin) ... 31.48 kJ/mol
Largest force on an atom ... 1.6 eV Å⁻¹
Expectation value of S² ... 3.79
Net charge ... +1
LUMO energy (spin up / spin down) ... -3.2 / -3.4 eV

***

DFT (ωB97M-V/def2-TZVPD) results for C41H59BBaBrN10O3S as an isolated structure.

```
117
Properties=species:S:1:pos:R:3:lowdin_charge:R:1
Ba 0.09 0.32 -0.52 1.76
C 3.73 -4.48 -1.56 -0.03
C 3.54 -3.17 -0.86 -0.28
C 4.51 -2.40 -0.26 0.01
C 3.81 -1.28 0.24 -0.26
N 2.53 -1.36 -0.08 0.06
N 2.36 -2.54 -0.73 0.02
B 0.99 -3.15 -1.09 -0.52
N 0.38 -2.55 -2.38 0.02
N 0.39 -1.23 -2.74 -0.01
C -0.19 -1.16 -3.94 -0.26
C -0.57 -2.43 -4.37 0.02
C -0.20 -3.29 -3.35 -0.27
C -0.44 -4.76 -3.28 -0.03
C -0.39 0.12 -4.72 -0.53
C -1.70 0.01 -5.51 -0.05
C 0.78 0.27 -5.71 -0.04
C -0.49 1.36 -3.85 -0.06
N 0.01 -3.21 0.13 0.03
N -0.57 -2.15 0.75 0.04
C -1.40 -2.64 1.66 -0.26
C -1.35 -4.04 1.64 0.01
C -0.45 -4.36 0.66 -0.27
C 0.02 -5.74 0.29 -0.03
C -2.22 -1.78 2.59 -0.53
C -3.21 -2.65 3.36 -0.07
C -1.28 -1.09 3.59 -0.03
C -3.00 -0.72 1.80 -0.04
C 4.41 -0.15 1.04 -0.54
C 5.18 0.80 0.11 -0.03
C 3.30 0.63 1.75 -0.08
C 5.37 -0.72 2.08 -0.06
H 4.79 -4.72 -1.58 0.07
H 3.37 -4.44 -2.59 0.08
H 3.19 -5.28 -1.06 0.07
H 5.55 -2.62 -0.18 0.10
H 1.20 -4.29 -1.36 0.09
H -1.07 -2.71 -5.27 0.10
H -0.89 -5.08 -4.22 0.08
H -1.13 -5.00 -2.48 0.08
H 0.48 -5.32 -3.12 0.07
H -1.67 -0.80 -6.24 0.07
H -1.88 0.94 -6.06 0.08
H -2.54 -0.16 -4.84 0.09
H 0.85 -0.60 -6.36 0.08
H 1.72 0.37 -5.17 0.07
H 0.64 1.16 -6.32 0.08
H -1.34 1.30 -3.17 0.06
H -0.64 2.23 -4.49 0.09
H 0.41 1.56 -3.27 0.04
H -1.89 -4.74 2.25 0.10
H -0.51 -6.45 0.92 0.08
H 1.09 -5.85 0.46 0.08
H -0.18 -5.99 -0.75 0.06
H -2.69 -3.40 3.97 0.08
H -3.89 -3.16 2.69 0.09
H -3.80 -2.02 4.03 0.08
H -0.76 -1.84 4.20 0.09
H -1.85 -0.43 4.25 0.08
H -0.54 -0.49 3.07 0.07
H -3.53 -1.18 0.96 0.10
H -2.33 0.05 1.42 0.03
H -3.73 -0.23 2.45 0.09
H 4.51 1.25 -0.62 0.06
H 5.96 0.26 -0.43 0.08
H 5.65 1.60 0.68 0.09
H 2.65 1.14 1.04 0.01
H 3.74 1.40 2.39 0.09
H 2.70 -0.04 2.36 0.09
H 6.21 -1.24 1.61 0.07
H 4.86 -1.42 2.74 0.09
H 5.78 0.10 2.69 0.08
Br -2.28 5.24 -0.58 0.72
C -3.55 3.84 -0.76 -0.77
C -4.89 4.12 -0.54 -0.14
C -5.78 3.07 -0.66 -0.07
C -5.31 1.82 -1.01 -0.01
C -3.94 1.65 -1.19 -0.17
N -3.08 2.66 -1.07 0.11
C -3.38 0.26 -1.55 -0.66
O -4.18 -0.56 -2.01 0.02
O -2.15 0.11 -1.32 -0.37
H -5.21 5.12 -0.28 0.09
H -6.84 3.24 -0.50 0.10
H -5.95 0.96 -1.14 0.11
S 1.10 3.30 0.27 0.45
C 2.21 3.16 -1.04 -0.84
C 3.12 4.18 -1.39 -0.12
C 3.98 4.02 -2.45 -0.10
C 3.95 2.82 -3.18 -0.10
C 3.05 1.87 -2.78 -0.20
N 2.20 2.01 -1.76 -0.09
H 3.12 5.09 -0.81 0.09
H 4.68 4.80 -2.71 0.10
H 4.61 2.65 -4.01 0.09
H 2.99 0.91 -3.29 0.10
C 1.06 2.12 3.81 -0.05
N -0.33 2.39 4.12 -0.07
C -0.56 3.10 5.36 -0.18
C -2.03 3.07 5.72 -0.16
C -2.84 3.55 4.53 -0.18
N -2.53 2.73 3.38 -0.07
C -3.44 2.88 2.26 -0.04
C -1.26 2.28 3.12 -0.48
O -0.99 1.75 2.05 -0.09
H 1.46 1.35 4.47 0.09
H 1.66 3.03 3.91 0.10
H 1.14 1.79 2.78 0.03
H -0.21 4.14 5.28 0.13
H 0.04 2.61 6.14 0.12
H -2.22 3.70 6.59 0.11
H -2.33 2.05 5.97 0.12
H -2.62 4.61 4.33 0.13
H -3.91 3.46 4.73 0.12
H -4.45 2.59 2.57 0.10
H -3.11 2.24 1.44 0.07
H -3.46 3.91 1.90 0.07
```

Output
2S+1 ... 1
Kohn-Sham gap ... 6.55 eV
Energy relative to the best compared isomer or geometry (same formula, charge and spin) ... 74.84 kJ/mol
Largest force on an atom ... 1.4 eV Å⁻¹
Net charge ... -1
LUMO energy ... 2.3 eV

***

DFT (ωB97M-V/def2-TZVPD) results for C41H59BBaBrN10O3S as an isolated structure.

```
117
Properties=species:S:1:pos:R:3:lowdin_charge:R:1
Ba 0.70 0.19 -0.83 1.74
C -3.21 0.25 4.06 -0.03
C -2.71 0.89 2.80 -0.28
C -3.27 1.93 2.09 0.01
C -2.43 2.13 0.99 -0.26
N -1.41 1.26 1.02 0.08
N -1.59 0.51 2.15 0.02
B -0.57 -0.52 2.69 -0.55
N 0.87 0.04 2.83 0.02
N 1.76 0.16 1.81 0.02
C 2.91 0.57 2.33 -0.29
C 2.76 0.73 3.72 0.01
C 1.46 0.38 4.00 -0.28
C 0.77 0.40 5.32 -0.03
C 4.16 0.81 1.52 -0.53
C 5.23 -0.19 1.97 -0.04
C 4.67 2.24 1.77 -0.03
C 3.91 0.64 0.02 -0.07
N -0.64 -1.88 1.95 0.01
N -0.66 -2.04 0.60 0.07
C -0.86 -3.34 0.38 -0.26
C -0.95 -4.03 1.61 0.00
C -0.80 -3.06 2.57 -0.32
C -0.78 -3.24 4.05 -0.03
C -0.95 -4.01 -0.98 -0.53
C -2.03 -5.09 -0.92 -0.06
C -1.31 -3.02 -2.08 -0.05
C 0.39 -4.67 -1.32 -0.03
C -2.60 3.24 -0.03 -0.53
C -2.17 4.56 0.62 -0.03
C -1.77 3.00 -1.28 -0.05
C -4.07 3.34 -0.43 -0.05
H -4.17 0.70 4.32 0.08
H -2.52 0.40 4.89 0.07
H -3.35 -0.82 3.93 0.08
H -4.17 2.46 2.35 0.10
H -0.92 -0.75 3.81 0.09
H 3.51 1.06 4.43 0.11
H 1.45 0.78 6.08 0.08
H 0.44 -0.59 5.62 0.07
H -0.12 1.04 5.30 0.08
H 5.44 -0.07 3.04 0.08
H 6.16 -0.02 1.42 0.08
H 4.91 -1.22 1.80 0.05
H 4.86 2.40 2.83 0.08
H 3.95 2.98 1.43 0.07
H 5.61 2.39 1.23 0.09
H 3.54 -0.36 -0.21 0.04
H 4.85 0.78 -0.52 0.10
H 3.22 1.40 -0.35 0.01
H -1.08 -5.08 1.77 0.10
H -0.83 -4.31 4.28 0.08
H -1.61 -2.75 4.54 0.07
H 0.14 -2.85 4.49 0.07
H -2.99 -4.66 -0.61 0.09
H -1.77 -5.89 -0.22 0.07
H -2.16 -5.54 -1.91 0.08
H -2.28 -2.57 -1.89 0.07
H -1.34 -3.55 -3.04 0.09
H -0.59 -2.21 -2.18 0.03
H 0.72 -5.33 -0.51 0.09
H 1.16 -3.91 -1.47 0.06
H 0.30 -5.26 -2.23 0.09
H -1.11 4.54 0.89 0.07
H -2.75 4.76 1.52 0.08
H -2.32 5.39 -0.08 0.08
H -0.71 2.91 -1.05 0.01
H -1.87 3.85 -1.96 0.10
H -2.09 2.11 -1.80 0.06
H -4.72 3.55 0.42 0.07
H -4.41 2.42 -0.90 0.06
H -4.19 4.15 -1.16 0.08
Br 2.75 -3.18 2.32 0.82
C 3.58 -3.31 0.61 -0.73
C 4.74 -4.06 0.51 -0.12
C 5.32 -4.16 -0.75 -0.06
C 4.71 -3.53 -1.82 0.00
C 3.55 -2.80 -1.60 -0.19
N 3.00 -2.68 -0.38 0.09
C 2.84 -2.11 -2.79 -0.65
O 3.28 -2.39 -3.91 0.01
O 1.88 -1.35 -2.49 -0.29
H 5.17 -4.54 1.38 0.09
H 6.23 -4.73 -0.89 0.10
H 5.09 -3.58 -2.83 0.11
S 1.77 2.88 -2.43 0.44
C 1.76 3.62 -0.86 -0.86
C 2.16 4.95 -0.63 -0.12
C 2.12 5.48 0.64 -0.10
C 1.67 4.70 1.70 -0.10
C 1.28 3.40 1.41 -0.19
N 1.32 2.88 0.19 -0.09
H 2.50 5.54 -1.48 0.09
H 2.43 6.51 0.80 0.10
H 1.62 5.08 2.71 0.09
H 0.92 2.74 2.19 0.10
C -0.46 0.56 -4.85 -0.01
N -1.90 0.54 -4.58 -0.06
C -2.80 0.95 -5.64 -0.17
C -4.14 1.39 -5.07 -0.16
C -4.62 0.36 -4.07 -0.17
N -3.63 0.21 -3.02 -0.08
C -4.06 -0.32 -1.74 -0.04
C -2.29 0.23 -3.32 -0.50
O -1.45 -0.02 -2.45 -0.18
H 0.00 1.46 -4.45 0.07
H -0.32 0.52 -5.93 0.09
H 0.03 -0.30 -4.40 0.09
H -2.95 0.13 -6.35 0.12
H -2.34 1.77 -6.19 0.12
H -4.86 1.52 -5.87 0.11
H -4.02 2.35 -4.56 0.12
H -4.83 -0.60 -4.56 0.13
H -5.55 0.69 -3.60 0.12
H -4.92 0.24 -1.39 0.08
H -3.25 -0.22 -1.02 0.09
H -4.34 -1.37 -1.82 0.09
```

Output
2S+1 ... 1
Kohn-Sham gap ... 6.58 eV
Energy relative to the best compared isomer or geometry (same formula, charge and spin) ... 0.00 kJ/mol
Largest force on an atom ... 0.2 eV Å⁻¹
Net charge ... -1
LUMO energy ... 2.2 eV

***

DFT (ωB97M-V/def2-TZVPD) results for C41H59BF4LaN3O6 as an isolated structure.

```
115
Properties=species:S:1:pos:R:3:lowdin_charge:R:1
La -1.82 -0.36 -0.59 2.20
C -1.59 -0.16 -4.02 -0.09
N -1.00 -1.12 -3.08 -0.35
C -1.46 -2.49 -3.33 -0.06
C 0.48 -1.12 -3.23 -0.17
C 1.10 0.21 -2.79 -0.17
N 0.80 0.54 -1.39 -0.20
C 1.78 -0.08 -0.45 -0.12
C 2.02 -1.56 -0.55 -0.16
C 3.32 -1.98 -0.75 0.00
C 3.64 -3.34 -0.89 -0.16
C 2.59 -4.24 -0.69 0.01
C 1.27 -3.86 -0.34 -0.08
C 0.97 -2.49 -0.28 -0.28
O -0.23 -1.92 -0.06 -0.36
C 0.31 -5.07 -0.03 -0.51
C 0.85 -5.69 1.28 -0.05
C -1.15 -4.59 0.23 -0.06
C 0.25 -6.11 -1.16 -0.05
C 5.05 -3.84 -1.31 -0.53
C 5.64 -2.93 -2.42 -0.06
C 5.07 -5.28 -1.78 -0.08
C 6.00 -3.76 -0.06 -0.04
C 0.84 2.03 -1.25 -0.14
C 0.83 2.69 0.12 -0.15
C 1.67 3.75 0.37 0.00
C 1.58 4.47 1.55 -0.15
C 0.61 4.06 2.50 0.02
C -0.27 3.01 2.27 -0.09
C -0.20 2.36 1.02 -0.29
O -1.07 1.46 0.58 -0.36
C -1.40 2.86 3.31 -0.54
C -0.79 2.85 4.72 -0.05
C -2.37 4.04 3.09 -0.03
C -2.19 1.58 3.18 -0.07
C 2.52 5.68 1.78 -0.55
C 2.34 6.70 0.67 -0.07
C 3.99 5.19 1.72 -0.05
C 2.30 6.44 3.11 -0.06
H -1.23 -0.31 -5.05 0.10
H -2.68 -0.27 -3.97 0.08
H -1.36 0.87 -3.72 0.07
H -1.15 -2.87 -4.29 0.09
H -1.09 -3.15 -2.49 0.10
H -2.52 -2.49 -3.30 0.06
H 0.92 -1.93 -2.63 0.11
H 0.77 -1.24 -4.28 0.12
H 2.19 0.16 -2.90 0.13
H 0.78 1.09 -3.45 0.13
H 2.76 0.41 -0.56 0.13
H 1.38 0.17 0.54 0.13
H 4.08 -1.22 -0.87 0.11
H 2.86 -5.31 -0.74 0.10
H 1.01 -4.94 2.05 0.09
H 0.16 -6.43 1.65 0.07
H 1.83 -6.15 1.16 0.07
H -1.22 -3.83 0.99 0.07
H -1.60 -4.18 -0.67 0.06
H -1.78 -5.42 0.55 0.08
H 1.25 -6.54 -1.33 0.07
H -0.48 -6.88 -0.88 0.09
H -0.07 -5.62 -2.11 0.09
H 4.98 -2.89 -3.28 0.08
H 5.77 -1.90 -2.04 0.08
H 6.63 -3.29 -2.72 0.08
H 4.41 -5.51 -2.64 0.10
H 6.08 -5.56 -2.07 0.08
H 4.80 -5.98 -0.98 0.08
H 5.90 -2.80 0.42 0.07
H 5.71 -4.54 0.65 0.08
H 7.05 -3.94 -0.35 0.08
H 1.72 2.42 -1.80 0.13
H -0.03 2.41 -1.81 0.12
H 2.44 4.02 -0.35 0.11
H 0.47 4.71 3.37 0.10
H -0.23 3.77 4.99 0.08
H -1.59 2.77 5.48 0.08
H -0.14 1.97 4.82 0.10
H -1.79 4.95 3.26 0.07
H -2.73 4.06 2.05 0.09
H -3.22 3.96 3.77 0.08
H -1.52 0.72 3.25 0.10
H -2.93 1.56 3.97 0.09
H -2.67 1.44 2.22 0.04
H 2.58 6.27 -0.33 0.09
H 1.32 7.04 0.64 0.08
H 2.98 7.56 0.86 0.08
H 4.16 4.69 0.77 0.07
H 4.66 6.05 1.72 0.08
H 4.19 4.47 2.49 0.08
H 1.31 6.84 3.21 0.07
H 2.51 5.79 3.95 0.08
H 3.00 7.30 3.14 0.09
O -4.90 3.06 -2.40 0.14
C -4.17 2.26 -1.59 -0.45
O -3.05 1.95 -1.79 0.06
C -4.96 1.85 -0.34 -0.14
C -6.18 2.38 0.03 0.03
C -6.80 1.86 1.14 -0.01
C -6.28 0.73 1.78 0.04
C -5.07 0.25 1.28 -0.17
N -4.40 0.80 0.28 0.15
C -4.36 -0.97 1.84 -0.43
O -5.05 -1.87 2.54 0.18
O -3.16 -1.12 1.68 0.02
H -4.31 3.26 -3.14 0.14
H -6.56 3.26 -0.44 0.12
H -7.68 2.33 1.51 0.11
H -6.80 0.34 2.65 0.13
H -5.99 -1.68 2.47 0.12
F -4.20 -0.54 -2.30 0.07
B -4.66 -1.79 -1.81 -1.28
F -5.84 -1.61 -1.10 0.14
F -3.64 -2.21 -0.88 0.00
F -4.74 -2.74 -2.80 0.17
```

Output
2S+1 ... 1
Kohn-Sham gap ... 6.27 eV
Energy relative to the best compared isomer or geometry (same formula, charge and spin) ... 78.62 kJ/mol
Largest force on an atom ... 2.9 eV Å⁻¹
LUMO energy ... -1.0 eV